Record 1
A molecular structure, C25H20F6P2PdS2Sb. Source: the OMol25 dataset; level of theory: ωB97M-V with the def2-TZVPD basis set.

XYZ file:
```
57
C25H20F6P2PdS2Sb ωB97M-V with the def2-TZVPD basis set
Pd -0.06 -2.62 0.32
S 2.14 -2.35 -0.47
P 1.65 -0.40 -0.16
C -0.04 -0.27 -0.04
P -1.73 -0.38 -0.22
S -2.32 -2.31 -0.27
C -2.39 0.48 1.24
C -3.44 -0.06 1.97
C -3.94 0.63 3.07
C -3.40 1.86 3.42
C -2.36 2.40 2.69
C -1.85 1.72 1.59
C -2.27 0.51 -1.69
C -1.52 1.60 -2.15
C -1.95 2.31 -3.26
C -3.12 1.93 -3.91
C -3.86 0.85 -3.46
C -3.43 0.13 -2.35
C 2.29 0.22 1.41
C 3.61 0.66 1.50
C 4.11 1.08 2.72
C 3.30 1.06 3.85
C 1.99 0.62 3.76
C 1.48 0.19 2.54
C 2.31 0.66 -1.47
C 2.17 2.04 -1.35
C 2.61 2.86 -2.38
C 3.19 2.30 -3.51
C 3.33 0.92 -3.62
C 2.89 0.10 -2.60
H -3.84 -1.03 1.71
H -4.76 0.21 3.64
H -3.80 2.40 4.28
H -1.93 3.36 2.97
H -1.04 2.14 1.02
H -0.60 1.87 -1.65
H -1.37 3.15 -3.62
H -3.45 2.49 -4.78
H -4.76 0.55 -3.97
H -3.99 -0.73 -2.01
H 4.24 0.68 0.61
H 5.13 1.42 2.79
H 3.69 1.39 4.80
H 1.36 0.60 4.64
H 0.47 -0.17 2.47
H 1.73 2.47 -0.46
H 2.52 3.93 -2.30
H 3.54 2.94 -4.32
H 3.78 0.49 -4.51
H 2.98 -0.98 -2.68
F -0.10 -4.83 -0.06
Sb 0.11 -6.64 0.62
F 1.52 -6.83 -0.60
F 0.32 -8.36 1.31
F -1.11 -7.18 -0.70
F -1.32 -6.22 1.77
F 1.30 -5.87 1.86
```

The value obtained for the maximum force is 0.5 eV/Å. The calculation puts the energy relative to the best compared isomer or geometry (same formula, charge and spin) at 0.000 eV. The orbital gap (alpha / beta) comes out at 0.294 / 0.255 Eh. As for the spin multiplicity: 4. As for the HOMO energy (alpha / beta): -8.38 / -9.62 eV.

=====

Record 2
A molecular structure, C25H20N2O3PSSbSe4Zr. Source: the OMol25 dataset; level of theory: ωB97M-V with the def2-TZVPD basis set.

XYZ file:
```
58
C25H20N2O3PSSbSe4Zr ωB97M-V with the def2-TZVPD basis set
Zr -1.68 0.82 -1.94
N 2.39 1.96 -1.70
C 2.80 1.18 -0.65
C 4.17 0.86 -0.54
C 4.64 0.08 0.50
C 3.76 -0.41 1.46
C 2.42 -0.11 1.36
C 1.91 0.66 0.31
P 0.14 1.12 0.27
C -0.67 -0.24 1.17
C -0.30 -1.56 0.88
C -1.00 -2.63 1.41
C -2.09 -2.40 2.23
C -2.47 -1.10 2.53
C -1.76 -0.02 2.01
C 0.09 2.57 1.35
C -0.05 3.83 0.78
C -0.01 4.97 1.57
C 0.16 4.85 2.94
C 0.31 3.59 3.52
C 0.28 2.46 2.73
H 1.47 2.37 -1.70
H 3.10 2.50 -2.18
H 4.85 1.24 -1.29
H 5.69 -0.15 0.55
H 4.12 -1.01 2.29
H 1.74 -0.49 2.11
H 0.57 -1.74 0.25
H -0.68 -3.64 1.18
H -2.65 -3.23 2.65
H -3.32 -0.91 3.17
H -2.06 0.99 2.25
H -0.20 3.92 -0.29
H -0.12 5.94 1.12
H 0.18 5.73 3.57
H 0.44 3.50 4.59
H 0.40 1.48 3.19
Se -3.80 1.39 -3.60
Sb -3.09 3.44 -2.40
Se -3.06 2.18 -0.19
Se -0.64 2.96 -3.02
Se -3.85 5.67 -2.45
O -3.68 -2.51 -3.32
S -2.58 -2.04 -2.54
O -2.87 -1.21 -1.35
N -1.50 -1.08 -3.29
C -0.30 -1.34 -2.69
O 0.41 -0.39 -2.34
C -0.16 -2.76 -2.26
C 0.97 -3.49 -1.92
C 0.78 -4.79 -1.47
C -0.50 -5.33 -1.33
C -1.63 -4.58 -1.64
C -1.43 -3.30 -2.10
H 1.95 -3.06 -2.02
H 1.64 -5.40 -1.21
H -0.61 -6.34 -0.97
H -2.63 -4.99 -1.52
```

The value obtained for the maximum force is 0.7 eV/Å. The calculation puts the energy relative to the best compared isomer or geometry (same formula, charge and spin) at 0.066 eV. The orbital gap comes out at 0.245 Eh. As for the spin multiplicity: 1. As for the HOMO energy: -7.78 eV.

=====

Record 3
A molecular structure, C25H20N5O2PdS2. Source: the OMol25 dataset; level of theory: ωB97M-V with the def2-TZVPD basis set.

XYZ file:
```
55
C25H20N5O2PdS2 ωB97M-V with the def2-TZVPD basis set
Pd -0.72 0.33 0.20
C -0.31 -3.50 3.16
C 0.88 -3.18 3.77
C 1.33 -1.86 3.73
C 0.56 -0.93 3.05
N -0.58 -1.25 2.44
C -1.01 -2.50 2.49
C 0.88 0.53 2.99
C 1.70 1.22 3.88
C 1.75 2.60 3.80
C 0.93 3.28 2.91
C 0.13 2.53 2.06
N 0.20 1.19 2.07
C -1.00 3.03 1.25
C -1.51 4.31 1.37
C -2.76 4.60 0.84
C -3.48 3.60 0.21
C -2.88 2.36 0.06
N -1.67 2.10 0.55
H -0.70 -4.51 3.18
H 1.46 -3.93 4.28
H 2.27 -1.58 4.19
H -1.93 -2.72 1.97
H 2.27 0.69 4.64
H 2.39 3.15 4.47
H 0.91 4.36 2.90
H -0.96 5.06 1.92
H -3.17 5.60 0.94
H -4.47 3.77 -0.18
H -3.36 1.56 -0.48
O 1.64 -3.48 0.48
C 1.64 -3.73 -0.84
C 2.27 -4.91 -1.26
C 2.32 -5.24 -2.59
C 1.74 -4.42 -3.55
C 1.12 -3.26 -3.15
C 1.05 -2.89 -1.80
C 0.39 -1.63 -1.42
O 0.21 -1.38 -0.15
N -0.02 -0.83 -2.35
N -0.60 0.33 -1.84
C -0.71 1.23 -2.76
S -0.20 0.82 -4.38
C -0.38 2.51 -5.02
C -1.51 3.19 -4.28
S -1.27 2.86 -2.52
H 1.14 -2.65 0.62
H 2.72 -5.54 -0.50
H 2.82 -6.16 -2.89
H 1.78 -4.69 -4.60
H 0.66 -2.60 -3.88
H -0.58 2.44 -6.09
H 0.56 3.05 -4.88
H -2.48 2.79 -4.59
H -1.50 4.27 -4.42
```

The value obtained for the maximum force is 0.8 eV/Å. The orbital gap comes out at 0.247 Eh. Its total charge is +1. As for the spin multiplicity: 1. As for the HOMO energy: -10.23 eV.

=====

Record 4
2 unconnected molecules or ions with the total composition C25H20O3 in a non-equilibrium geometry. Source: the OMol25 dataset; level of theory: ωB97M-V with the def2-TZVPD basis set.

XYZ file:
```
48
C25H20O3 ωB97M-V with the def2-TZVPD basis set
C -4.39 1.33 0.69
C -3.91 0.29 -0.32
C -3.77 -1.11 0.15
C -2.72 -1.93 -0.48
C -1.73 -2.64 0.42
C -1.55 -2.35 1.78
C -0.61 -3.07 2.53
C 0.14 -4.08 1.92
C -0.02 -4.36 0.56
C -0.96 -3.65 -0.19
O -2.63 -2.15 -1.70
O -3.76 0.60 -1.52
H -3.97 1.19 1.70
H -4.16 2.36 0.36
H -5.49 1.27 0.75
H -4.12 -1.38 1.17
H -2.16 -1.55 2.23
H -0.45 -2.80 3.58
H 0.90 -4.60 2.50
H 0.59 -5.10 0.07
H -1.13 -3.86 -1.24
C -5.93 -2.50 -7.12
C -6.01 -1.40 -6.25
C -5.81 -1.57 -4.88
C -5.55 -2.84 -4.33
C -5.40 -3.04 -2.90
O -5.00 -4.30 -2.56
C -5.08 -4.67 -1.22
C -5.17 -3.70 -0.20
C -5.04 -4.15 1.13
C -4.93 -5.50 1.38
C -4.87 -6.45 0.35
C -4.90 -6.02 -0.97
C -5.35 -2.33 -0.56
C -5.46 -2.04 -1.94
C -5.46 -3.94 -5.22
C -5.66 -3.77 -6.59
H -6.08 -2.37 -8.20
H -6.25 -0.42 -6.65
H -5.90 -0.72 -4.20
H -5.00 -3.40 1.92
H -4.87 -5.83 2.41
H -4.81 -7.51 0.58
H -4.82 -6.73 -1.80
H -5.84 -1.64 0.16
H -5.56 -1.01 -2.29
H -5.29 -4.94 -4.82
H -5.62 -4.63 -7.25
```

The value obtained for the maximum force is 3.4 eV/Å. The orbital gap comes out at 0.249 Eh. As for the spin multiplicity: 1. As for the HOMO energy: -7.49 eV.